Record 1
{"formula": "C17H9F6N2O3S2", "method": "ωB97M-V/def2-TZVPD", "e_tot_ha": -2384.02917, "charge": -1, "relative_energy_kcal_mol": 34.3, "fmax_ha_per_bohr": 0.0598, "orbital_gap_ev": 5.264, "symbols": ["F", "C", "F", "F", "C", "C", "C", "C", "C", "C", "N", "C", "C", "H", "H", "H", "H", "H", "F", "C", "F", "F", "S", "N", "C", "O", "C", "C", "C", "C", "C", "C", "S", "O", "O", "H", "H", "H", "H"], "positions_angstrom": [[-1.400, 3.518, -1.758], [-1.986, 2.584, -0.954], [-2.670, 3.313, -0.015], [-2.888, 1.882, -1.713], [-0.970, 1.641, -0.338], [-1.268, 1.059, 0.898], [-0.241, 0.552, 1.672], [1.059, 0.291, 1.134], [2.056, -0.507, 1.782], [3.376, -0.402, 1.403], [4.540, -0.367, 1.220], [1.314, 0.878, -0.132], [0.327, 1.540, -0.842], [-2.302, 0.960, 1.225], [-0.449, 0.284, 2.712], [1.872, -0.920, 2.781], [2.291, 0.782, -0.602], [0.535, 1.925, -1.839], [2.166, -8.624, 2.318], [1.855, -7.498, 3.030], [0.548, -7.184, 2.827], [2.011, -7.770, 4.355], [3.040, -6.212, 2.387], [2.210, -4.722, 2.738], [1.536, -4.016, 1.733], [1.558, -4.306, 0.542], [0.767, -2.990, 2.487], [1.179, -2.801, 3.800], [0.312, -2.179, 4.702], [-0.975, -1.795, 4.260], [-1.388, -2.147, 2.968], [-0.411, -2.445, 2.014], [2.677, -3.715, 4.083], [2.622, -4.529, 5.261], [3.885, -2.997, 3.734], [0.622, -2.063, 5.739], [-1.701, -1.378, 4.947], [-2.459, -2.150, 2.693], [-0.492, -2.337, 0.933]]}

---

Record 2
{"formula": "C39H54F20N6O3S", "method": "ωB97M-V/def2-TZVPD", "e_tot_ha": -4468.20678, "smiles": "N[C@@H]1[C@@](CCCCO)(COC(F)(F)F)NC(=O)[C@]1(CCCS)CCC(F)(F)C(F)(F)C(F)(F)C(F)(F)C(F)(F)C(F)(F)C(F)(F)C(F)(F)F.CCCC#N.CCCC#N.CCCC#N.CCCC#N", "relative_energy_kcal_mol": 12.3, "fmax_ha_per_bohr": 0.0507, "orbital_gap_ev": 8.865, "symbols": ["N", "C", "C", "C", "C", "C", "C", "O", "C", "O", "C", "F", "F", "F", "N", "C", "O", "C", "C", "C", "C", "S", "C", "C", "C", "F", "F", "C", "F", "F", "C", "F", "F", "C", "F", "F", "C", "F", "F", "C", "F", "F", "C", "F", "F", "C", "F", "F", "F", "H", "H", "H", "H", "H", "H", "H", "H", "H", "H", "H", "H", "H", "H", "H", "H", "H", "H", "H", "H", "H", "H", "H", "H", "H", "H", "C", "C", "C", "C", "N", "H", "H", "H", "H", "H", "H", "H", "C", "C", "C", "C", "N", "H", "H", "H", "H", "H", "H", "H", "C", "C", "C", "C", "N", "H", "H", "H", "H", "H", "H", "H", "C", "C", "C", "C", "N", "H", "H", "H", "H", "H", "H", "H"], "positions_angstrom": [[0.322, 4.471, 1.571], [0.505, 3.033, 1.665], [1.740, 2.404, 0.970], [2.670, 3.391, 0.248], [3.723, 2.698, -0.643], [3.842, 3.345, -2.023], [3.339, 2.344, -3.027], [2.884, 2.989, -4.213], [2.627, 1.840, 2.069], [2.057, 0.657, 2.684], [2.745, -0.433, 2.494], [2.985, -0.679, 1.226], [2.065, -1.441, 2.951], [3.885, -0.430, 3.128], [1.105, 1.462, 0.084], [-0.069, 0.985, 0.667], [-0.377, -0.151, 0.578], [-0.761, 2.139, 1.402], [-1.171, 1.690, 2.815], [-2.564, 1.075, 2.941], [-2.645, -0.362, 2.488], [-4.252, -1.084, 3.013], [-1.766, 3.002, 0.644], [-2.989, 2.324, -0.044], [-3.269, 2.811, -1.451], [-3.033, 4.125, -1.430], [-4.558, 2.669, -1.712], [-2.428, 2.270, -2.616], [-1.159, 2.463, -2.360], [-2.713, 3.007, -3.687], [-2.765, 0.837, -3.018], [-4.048, 0.699, -3.195], [-2.450, 0.017, -2.031], [-2.091, 0.318, -4.310], [-0.910, 0.838, -4.540], [-2.865, 0.698, -5.307], [-2.017, -1.228, -4.401], [-3.078, -1.792, -3.900], [-2.042, -1.514, -5.688], [-0.728, -1.880, -3.875], [0.146, -1.811, -4.852], [-0.187, -1.253, -2.857], [-0.902, -3.380, -3.539], [0.283, -3.929, -3.696], [-1.694, -3.991, -4.364], [-1.277, -3.655, -2.067], [-1.797, -4.834, -1.953], [-0.208, -3.631, -1.338], [-2.103, -2.772, -1.614], [0.308, 4.715, 0.588], [1.168, 4.907, 1.912], [0.742, 2.861, 2.703], [3.228, 3.905, 1.017], [2.069, 4.063, -0.338], [4.671, 2.832, -0.149], [3.555, 1.634, -0.712], [4.878, 3.564, -2.219], [3.286, 4.265, -2.112], [4.177, 1.692, -3.250], [2.523, 1.798, -2.561], [3.134, 2.406, -4.929], [3.622, 1.601, 1.729], [2.758, 2.564, 2.853], [1.689, 0.727, -0.277], [-0.475, 0.931, 3.138], [-1.140, 2.502, 3.519], [-3.341, 1.683, 2.511], [-2.781, 1.049, 3.999], [-1.896, -0.959, 2.968], [-2.619, -0.470, 1.424], [-4.911, -1.244, 1.857], [-1.242, 3.636, -0.040], [-2.164, 3.659, 1.395], [-2.920, 1.255, 0.050], [-3.849, 2.617, 0.528], [6.687, -3.316, -2.139], [6.861, -2.267, -1.045], [5.608, -1.406, -0.833], [5.270, -0.677, -2.055], [5.052, -0.090, -3.003], [6.502, -2.854, -3.109], [7.589, -3.920, -2.232], [5.855, -3.984, -1.914], [7.707, -1.625, -1.296], [7.105, -2.765, -0.106], [5.776, -0.683, -0.035], [4.765, -2.023, -0.551], [-0.827, -0.210, -8.044], [-1.865, 0.563, -8.847], [-1.707, 0.380, -10.361], [-0.400, 0.855, -10.809], [0.614, 1.229, -11.154], [0.185, 0.136, -8.260], [-0.994, -0.072, -6.987], [-0.877, -1.279, -8.260], [-1.794, 1.623, -8.598], [-2.863, 0.232, -8.555], [-2.478, 0.938, -10.892], [-1.807, -0.672, -10.631], [0.252, -3.361, 6.297], [1.472, -2.522, 6.664], [1.109, -1.082, 7.044], [0.454, -0.410, 5.927], [-0.048, 0.111, 5.057], [-0.260, -2.960, 5.421], [0.551, -4.382, 6.062], [-0.462, -3.397, 7.121], [2.168, -2.514, 5.823], [1.990, -2.988, 7.504], [2.004, -0.522, 7.311], [0.435, -1.071, 7.902], [-4.271, -2.999, 8.965], [-5.379, -2.496, 8.047], [-5.064, -2.706, 6.561], [-3.853, -1.987, 6.182], [-2.910, -1.432, 5.903], [-3.339, -2.458, 8.799], [-4.548, -2.857, 10.010], [-4.083, -4.063, 8.807], [-5.548, -1.435, 8.237], [-6.307, -3.016, 8.286], [-5.886, -2.345, 5.943], [-4.921, -3.766, 6.347]]}

---

Record 3
{"formula": "C21H25F3N2O3", "method": "ωB97M-V/def2-TZVPD", "e_tot_ha": -1450.07836, "smiles": "O=C([C@@H]1CCC(=O)N(C2CC2)C1)N1CCC(Oc2cccc(C(F)(F)F)c2)CC1", "relative_energy_kcal_mol": 38.5, "fmax_ha_per_bohr": 0.0119, "orbital_gap_ev": 9.275, "symbols": ["O", "C", "C", "C", "C", "C", "O", "N", "C", "C", "C", "C", "N", "C", "C", "C", "O", "C", "C", "C", "C", "C", "C", "F", "F", "F", "C", "C", "C", "H", "H", "H", "H", "H", "H", "H", "H", "H", "H", "H", "H", "H", "H", "H", "H", "H", "H", "H", "H", "H", "H", "H", "H", "H"], "positions_angstrom": [[2.145, 2.410, -1.163], [1.507, 1.929, -0.246], [1.818, 0.533, 0.287], [2.458, 0.576, 1.688], [3.677, -0.351, 1.761], [3.429, -1.673, 1.055], [3.583, -2.744, 1.608], [3.046, -1.510, -0.235], [2.731, -2.586, -1.132], [3.195, -3.995, -0.931], [1.741, -3.658, -0.773], [2.774, -0.164, -0.690], [0.524, 2.627, 0.370], [-0.372, 2.151, 1.400], [-1.827, 2.517, 1.059], [-1.999, 2.528, -0.465], [-1.510, 1.324, -1.045], [-2.142, 0.148, -0.840], [-1.446, -0.994, -1.255], [-1.990, -2.249, -1.096], [-3.243, -2.408, -0.522], [-3.936, -1.279, -0.125], [-5.300, -1.378, 0.494], [-5.726, -2.634, 0.664], [-6.239, -0.752, -0.241], [-5.343, -0.793, 1.710], [-3.404, -0.003, -0.277], [-1.152, 3.662, -1.062], [0.107, 3.886, -0.212], [0.897, -0.059, 0.310], [1.733, 0.267, 2.442], [2.771, 1.594, 1.927], [4.539, 0.128, 1.292], [3.931, -0.564, 2.800], [2.717, -2.229, -2.155], [3.747, -4.226, -0.037], [3.509, -4.541, -1.808], [1.041, -3.984, -1.527], [1.348, -3.655, 0.232], [2.319, -0.196, -1.681], [3.696, 0.421, -0.775], [-0.095, 2.599, 2.363], [-0.288, 1.070, 1.495], [-2.494, 1.797, 1.531], [-2.083, 3.508, 1.433], [-3.054, 2.670, -0.737], [-0.475, -0.861, -1.706], [-1.435, -3.117, -1.415], [-3.672, -3.388, -0.388], [-3.993, 0.844, 0.037], [-0.867, 3.366, -2.071], [-1.737, 4.579, -1.117], [-0.085, 4.595, 0.598], [0.925, 4.259, -0.828]]}

---

Record 4
{"formula": "C43H45AsCl2HfN5O6S2Se", "method": "ωB97M-V/def2-TZVPD", "e_tot_ha": -8793.04979, "charge": -1, "relative_energy_kcal_mol": 23.5, "fmax_ha_per_bohr": 0.0434, "orbital_gap_ev": 6.419, "symbols": ["Hf", "O", "C", "O", "C", "C", "C", "C", "C", "C", "S", "H", "H", "H", "H", "O", "N", "N", "O", "C", "C", "C", "C", "C", "C", "H", "H", "H", "H", "H", "C", "C", "C", "C", "C", "C", "Se", "C", "C", "C", "H", "H", "H", "H", "H", "H", "H", "H", "H", "H", "H", "Cl", "C", "C", "C", "C", "C", "Cl", "C", "N", "C", "C", "C", "C", "C", "C", "C", "C", "O", "O", "H", "H", "H", "H", "H", "H", "H", "H", "H", "H", "C", "C", "N", "C", "C", "N", "H", "H", "H", "H", "H", "H", "C", "As", "C", "C", "S", "H", "H", "H", "H", "H", "H", "H", "H", "H"], "positions_angstrom": [[-0.294, -0.137, 0.199], [-1.085, -3.186, -1.128], [-1.515, -2.081, -1.389], [-0.762, -0.987, -1.528], [-2.974, -1.883, -1.605], [-3.696, -2.880, -2.255], [-5.044, -2.720, -2.521], [-5.671, -1.538, -2.129], [-4.969, -0.555, -1.453], [-3.605, -0.710, -1.154], [-2.808, 0.513, -0.189], [-3.171, -3.780, -2.554], [-5.606, -3.499, -3.022], [-6.726, -1.392, -2.344], [-5.463, 0.355, -1.131], [-1.086, -1.384, 1.563], [-0.553, -2.566, 1.722], [0.461, -2.767, 1.001], [0.978, -1.871, 0.217], [1.110, -4.058, 1.093], [2.224, -4.267, 0.303], [2.883, -5.486, 0.371], [2.428, -6.481, 1.222], [1.297, -6.259, 1.999], [0.629, -5.048, 1.939], [2.547, -3.478, -0.361], [3.748, -5.660, -0.257], [2.948, -7.430, 1.278], [0.923, -7.043, 2.648], [-0.262, -4.868, 2.523], [-4.225, 4.820, 5.818], [-3.270, 4.044, 4.943], [-2.080, 4.604, 4.500], [-1.209, 3.915, 3.655], [0.088, 4.578, 3.256], [-1.540, 2.620, 3.227], [-0.291, 1.790, 2.011], [-2.702, 2.008, 3.720], [-3.074, 0.585, 3.410], [-3.549, 2.742, 4.554], [-3.751, 5.719, 6.214], [-4.572, 4.213, 6.659], [-5.109, 5.129, 5.252], [-1.813, 5.609, 4.819], [0.122, 5.609, 3.615], [0.220, 4.565, 2.170], [0.936, 4.027, 3.675], [-2.199, -0.064, 3.393], [-3.530, 0.509, 2.425], [-3.787, 0.212, 4.150], [-4.457, 2.263, 4.913], [6.069, 3.624, -2.374], [5.904, 3.706, -0.648], [7.038, 4.000, 0.091], [6.986, 3.995, 1.474], [5.797, 3.683, 2.112], [4.666, 3.409, 1.367], [3.181, 3.059, 2.164], [4.671, 3.419, -0.035], [3.516, 3.087, -0.749], [2.942, 3.889, -1.761], [3.266, 5.243, -1.852], [2.723, 6.038, -2.848], [1.844, 5.491, -3.770], [1.498, 4.151, -3.664], [2.022, 3.337, -2.665], [1.637, 1.872, -2.618], [0.900, 1.431, -1.367], [1.523, 0.680, -0.507], [-0.279, 1.747, -1.128], [7.963, 4.209, -0.433], [7.872, 4.226, 2.053], [5.731, 3.671, 3.194], [2.906, 2.418, -0.301], [3.938, 5.676, -1.119], [2.991, 7.089, -2.898], [1.426, 6.099, -4.563], [0.797, 3.722, -4.365], [2.540, 1.263, -2.687], [0.963, 1.653, -3.446], [0.653, -0.770, 4.415], [1.829, -0.717, 3.497], [1.812, -0.456, 2.209], [3.128, -0.483, 1.787], [3.949, -0.762, 2.831], [3.108, -0.913, 3.918], [-0.147, -1.360, 3.974], [0.261, 0.239, 4.560], [0.927, -1.202, 5.379], [3.381, -0.297, 0.753], [5.020, -0.860, 2.906], [3.388, -1.101, 4.860], [-2.521, 5.960, -2.704], [-2.005, 4.224, -1.988], [-0.559, 4.803, -0.841], [-3.424, 3.927, -0.711], [-1.911, 3.024, -3.694], [-2.593, 6.720, -1.920], [-3.478, 5.849, -3.206], [-1.774, 6.254, -3.437], [-1.000, 5.579, -0.209], [0.262, 5.217, -1.426], [-0.213, 3.983, -0.212], [-3.861, 4.898, -0.474], [-3.008, 3.475, 0.188], [-4.165, 3.254, -1.125]]}

---

Record 5
{"formula": "C42H74O33", "method": "ωB97M-V/def2-TZVPD", "e_tot_ha": -4127.24779, "charge": 1, "fmax_ha_per_bohr": 0.0994, "multiplicity": 2, "orbital_gap_ev": [9.992, 2.357], "symbols": ["C", "C", "C", "O", "C", "O", "O", "H", "H", "H", "H", "H", "H", "C", "C", "C", "O", "C", "O", "O", "H", "H", "H", "H", "H", "H", "C", "C", "C", "O", "C", "O", "O", "H", "H", "H", "H", "H", "H", "C", "C", "C", "O", "C", "O", "O", "H", "H", "H", "H", "H", "H", "C", "C", "C", "O", "C", "O", "O", "H", "H", "H", "H", "H", "H", "C", "O", "C", "O", "O", "C", "H", "H", "H", "H", "H", "H", "C", "O", "C", "O", "O", "C", "H", "H", "H", "H", "H", "H", "C", "C", "O", "C", "O", "O", "C", "H", "H", "H", "H", "H", "H", "H", "H", "C", "C", "O", "C", "O", "O", "C", "H", "H", "H", "H", "H", "H", "H", "H", "C", "C", "O", "C", "O", "O", "C", "H", "H", "H", "H", "H", "H", "H", "H", "C", "C", "O", "C", "O", "O", "C", "H", "H", "H", "H", "H", "H", "H", "H"], "positions_angstrom": [[3.371, -7.329, 23.870], [3.760, -8.202, 22.642], [2.860, -9.462, 22.440], [1.836, -8.869, 21.675], [2.207, -7.716, 21.161], [1.652, -6.969, 20.367], [3.506, -7.426, 21.514], [2.325, -7.302, 24.175], [3.700, -6.322, 23.613], [3.954, -7.668, 24.727], [4.809, -8.497, 22.634], [2.470, -9.957, 23.329], [3.269, -10.272, 21.835], [6.765, -11.475, 17.459], [5.804, -12.656, 17.610], [6.145, -13.930, 16.760], [6.224, -15.009, 17.698], [6.121, -14.539, 18.982], [6.426, -15.184, 19.972], [5.870, -13.165, 18.912], [7.815, -11.748, 17.562], [6.546, -10.796, 18.283], [6.560, -10.879, 16.569], [4.769, -12.314, 17.588], [7.157, -13.849, 16.362], [5.408, -14.169, 15.993], [3.888, -4.544, 19.026], [4.301, -5.054, 17.558], [5.655, -4.684, 17.055], [6.081, -5.908, 16.292], [5.505, -6.919, 16.813], [5.798, -8.118, 16.570], [4.472, -6.483, 17.585], [4.568, -4.935, 19.783], [2.954, -5.029, 19.308], [3.822, -3.468, 19.182], [3.628, -4.870, 16.720], [6.292, -4.443, 17.905], [5.597, -3.772, 16.460], [4.408, -2.012, 22.450], [5.639, -2.859, 22.057], [6.886, -2.604, 22.831], [7.388, -3.857, 23.210], [6.413, -4.699, 23.134], [6.537, -5.864, 23.518], [5.353, -4.162, 22.496], [4.127, -2.085, 23.501], [3.587, -2.522, 21.947], [4.486, -0.934, 22.305], [5.896, -2.773, 21.002], [6.782, -1.883, 23.642], [7.558, -2.130, 22.116], [8.192, -2.982, 14.494], [9.124, -2.819, 15.735], [9.242, -1.360, 16.138], [8.573, -1.220, 17.336], [8.174, -2.446, 17.797], [7.612, -2.723, 18.876], [8.463, -3.344, 16.906], [7.993, -4.030, 14.271], [8.754, -2.538, 13.673], [7.213, -2.514, 14.597], [10.049, -3.333, 15.477], [8.837, -0.654, 15.413], [10.302, -1.237, 16.357], [8.991, -8.831, 17.693], [9.318, -9.661, 18.762], [9.106, -9.407, 20.012], [9.781, -9.914, 20.923], [8.338, -8.240, 20.140], [8.176, -7.698, 21.409], [9.019, -9.316, 16.717], [9.702, -8.006, 17.748], [7.984, -8.430, 17.805], [9.042, -7.644, 22.069], [7.328, -8.253, 21.811], [7.776, -6.685, 21.399], [1.485, -6.914, 16.007], [0.755, -5.713, 15.805], [-0.496, -5.910, 15.206], [-0.987, -7.018, 14.991], [-0.997, -4.751, 15.024], [-2.320, -4.674, 14.587], [1.209, -7.248, 17.008], [2.526, -6.593, 15.968], [1.303, -7.724, 15.301], [-2.840, -3.806, 14.993], [-3.008, -5.449, 14.923], [-2.417, -4.601, 13.504], [8.209, -5.660, 7.599], [7.237, -6.714, 8.269], [6.997, -6.244, 9.651], [6.816, -7.010, 10.652], [6.501, -8.173, 10.600], [6.957, -6.283, 11.742], [6.812, -6.705, 13.100], [9.194, -5.658, 8.065], [7.842, -4.639, 7.706], [8.330, -5.878, 6.538], [7.654, -7.715, 8.161], [6.318, -6.503, 7.723], [6.163, -6.013, 13.636], [7.697, -7.044, 13.638], [6.132, -7.557, 13.088], [0.817, -3.450, 20.221], [0.089, -4.229, 19.066], [-0.109, -3.463, 17.774], [-1.024, -2.521, 17.612], [-1.915, -2.367, 18.450], [-0.876, -1.861, 16.444], [0.267, -1.972, 15.642], [1.109, -4.055, 21.079], [0.138, -2.657, 20.536], [1.657, -2.870, 19.839], [-0.857, -4.693, 19.345], [0.678, -5.079, 18.721], [0.398, -2.941, 15.159], [1.216, -1.694, 16.100], [0.134, -1.305, 14.791], [3.199, -9.910, 17.422], [2.054, -10.864, 17.542], [0.911, -10.612, 16.789], [-0.146, -9.737, 17.080], [-0.958, -9.364, 16.255], [-0.096, -9.463, 18.391], [-1.052, -8.600, 19.027], [4.182, -10.217, 17.778], [3.021, -8.876, 17.719], [3.373, -9.815, 16.350], [1.693, -11.005, 18.561], [2.255, -11.915, 17.337], [-2.031, -9.074, 19.099], [-1.407, -7.738, 18.462], [-0.743, -8.249, 20.011], [4.338, 0.364, 12.202], [4.142, -0.806, 13.244], [3.632, -1.966, 12.600], [3.509, -3.083, 13.337], [3.787, -3.295, 14.520], [3.069, -4.012, 12.479], [2.916, -5.405, 12.825], [3.388, 0.769, 11.853], [4.926, 0.138, 11.313], [4.885, 1.167, 12.696], [3.444, -0.450, 14.002], [5.062, -1.083, 13.757], [3.156, -5.807, 11.841], [1.902, -5.593, 13.178], [3.577, -5.835, 13.577]]}